Density functional theory data (wB97M-V/def2-TZVPD) for an isolated molecule of C6H11N.

As for the multiplicity: 1. The frontier orbital gap comes out at 0.423 hartree.

Last column: Mulliken charge in e.
Geometry (Å):
C (-2.090, 0.493, -0.680)  -1.0433
C (-1.335, -0.681, -0.070)  -0.5290
C (0.128, -0.891, -0.528)  -0.6817
C (0.994, -0.325, 0.637)  0.2846
C (2.355, 0.247, 0.254)  -1.4441
C (0.160, 0.823, 1.056)  0.3652
N (-0.337, 1.857, 0.870)  -0.6071
H (-1.801, 1.341, 0.003)  0.3362
H (-1.724, 0.851, -1.650)  0.3103
H (-3.173, 0.332, -0.705)  0.3056
H (-1.160, -0.308, 0.995)  0.1897
H (-1.907, -1.598, 0.081)  0.5234
H (0.371, -1.944, -0.720)  0.3398
H (0.368, -0.315, -1.436)  0.2770
H (1.094, -1.079, 1.426)  0.2723
H (2.979, -0.527, -0.200)  0.3709
H (2.213, 1.063, -0.463)  0.3413
H (2.866, 0.660, 1.130)  0.3889


Density functional theory data (wB97M-V/def2-TZVPD) for a cluster of 13 separate species, C28H49N13O16 in total.

As for the multiplicity: 1. The frontier orbital gap comes out at 0.261 hartree.

Last column: Mulliken charge in e.
Geometry (Å):
N (4.571, -3.071, -0.980)  0.0467
C (5.546, -3.443, -1.920)  -0.4918
C (6.026, -2.170, -2.566)  -0.8577
C (5.479, -0.968, -1.755)  -0.4807
C (4.527, -1.689, -0.722)  -0.7000
H (4.045, -3.751, -0.478)  0.2383
H (5.900, -4.423, -2.054)  0.4529
H (6.466, -2.193, -3.385)  0.6813
H (5.688, 0.078, -1.963)  0.4864
H (3.918, -1.290, 0.089)  0.6422
N (-3.517, -0.978, 3.389)  0.0082
C (-3.213, -0.597, 2.075)  0.0416
C (-4.494, -0.652, 1.248)  -0.9285
C (-5.568, -1.088, 2.302)  -1.1332
C (-4.864, -1.195, 3.657)  -0.5734
H (-2.634, -0.996, 4.002)  0.4895
H (-2.155, -0.297, 1.982)  0.0945
H (-4.599, -0.539, 0.240)  0.9143
H (-6.546, -1.280, 1.960)  0.4248
H (-5.019, -1.484, 4.627)  0.5384
N (-1.869, -1.191, 5.954)  -0.0481
C (-0.994, -2.044, 5.097)  -1.0960
C (-0.075, -1.169, 4.385)  0.3456
C (-0.363, 0.228, 4.753)  -0.6922
C (-1.586, 0.102, 5.732)  -0.7280
H (-2.486, -1.550, 6.539)  0.0284
H (-1.221, -3.086, 4.935)  0.5221
H (0.770, -1.657, 3.959)  0.5861
H (0.216, 1.011, 4.331)  0.7216
H (-1.860, 1.044, 6.195)  0.4020
N (-3.127, -3.926, 2.181)  0.1120
C (-1.757, -4.085, 2.159)  0.2337
C (-1.475, -5.434, 1.453)  -0.8067
C (-2.932, -5.883, 1.137)  -0.9290
C (-3.895, -4.916, 1.664)  -0.4275
H (-3.619, -3.212, 2.384)  0.4259
H (-0.928, -3.252, 2.570)  -0.0455
H (-0.530, -5.798, 1.249)  0.5212
H (-3.175, -6.773, 0.692)  0.4929
H (-4.964, -4.827, 1.701)  0.4704
N (-0.592, 5.179, -3.071)  0.0725
C (0.288, 4.153, -2.549)  -1.1291
C (0.065, 4.127, -1.008)  0.9208
C (-0.920, 5.187, -0.710)  -0.8288
C (-1.176, 5.861, -2.039)  -0.4710
H (-0.487, 5.513, -4.065)  0.2886
H (0.941, 3.478, -3.122)  0.5625
H (0.521, 3.305, -0.351)  -0.1108
H (-1.450, 5.400, 0.156)  0.3693
H (-1.683, 6.890, -2.417)  0.2720
C (3.103, 0.795, -4.085)  -1.0819
N (4.481, 0.884, -4.715)  0.9804
O (4.397, 1.208, -5.834)  -0.5788
O (5.522, 1.086, -4.092)  -0.5620
H (3.328, 0.813, -3.040)  0.1803
H (2.462, 0.052, -4.428)  0.5451
H (2.667, 1.541, -4.566)  0.4894
C (-1.868, 3.080, 2.821)  -0.8078
N (-0.669, 2.573, 2.103)  0.7827
O (-0.895, 1.734, 1.237)  -0.1451
O (0.527, 2.836, 2.403)  -0.5590
H (-2.701, 2.376, 2.849)  0.2717
H (-2.044, 4.145, 2.253)  0.1432
H (-1.513, 3.651, 3.719)  0.3733
C (5.017, 3.785, -1.695)  -0.7435
N (4.169, 3.229, -0.612)  0.7887
O (4.509, 3.268, 0.553)  -0.5046
O (3.059, 2.678, -0.954)  -0.2741
H (5.643, 2.878, -2.028)  0.2219
H (5.933, 4.484, -1.124)  0.3064
H (4.455, 4.567, -2.429)  0.2483
C (-2.373, -2.879, -1.063)  0.0460
N (-3.494, -2.283, -1.962)  0.9454
O (-3.627, -1.156, -2.177)  -0.5371
O (-4.357, -3.016, -1.974)  -0.5946
H (-1.507, -2.514, -1.573)  -0.0883
H (-2.272, -3.948, -1.301)  0.2695
H (-2.490, -2.746, -0.022)  -0.0900
C (0.975, 0.237, -0.610)  -1.6787
N (0.765, -0.691, 0.576)  1.3019
O (1.526, -0.628, 1.402)  -0.5805
O (-0.286, -1.327, 0.608)  -0.5397
H (1.160, 1.150, -0.119)  0.3765
H (-0.083, 0.530, -0.904)  -0.1565
H (1.501, -0.140, -1.327)  1.2525
C (-1.765, -0.997, -5.141)  -0.7324
N (-0.707, -0.906, -4.064)  0.7994
O (-0.561, 0.201, -3.631)  -0.3140
O (-0.324, -1.957, -3.553)  -0.5699
H (-1.425, -1.862, -5.688)  0.3958
H (-1.669, -0.104, -5.764)  0.2333
H (-2.703, -1.293, -4.676)  0.2194
C (3.810, 0.388, 3.424)  -0.4219
N (3.871, -1.199, 3.431)  0.9807
O (4.417, -1.718, 2.487)  -0.5131
O (3.779, -1.789, 4.528)  -0.5774
H (2.900, 0.627, 3.268)  0.0189
H (4.576, 0.884, 2.702)  0.2406
H (4.275, 0.793, 4.467)  0.2945
C (-2.748, 2.476, -2.427)  -0.5893
N (-3.903, 1.927, -3.181)  1.0448
O (-5.041, 2.204, -2.753)  -0.5470
O (-3.663, 1.595, -4.412)  -0.5457
H (-2.638, 1.773, -1.528)  0.1982
H (-2.842, 3.559, -2.027)  0.2551
H (-1.854, 2.501, -2.994)  0.1999


Density functional theory data (wB97M-V/def2-TZVPD) for a cluster of 2 separate species, C4H12N2O2 in total.

As for the multiplicity: 1. The frontier orbital gap comes out at 0.363 hartree.

Last column: Mulliken charge in e.
Geometry (Å):
C (0.647, -1.063, -1.596)  -0.9887
N (0.712, -1.011, -0.138)  0.1530
C (-0.141, -1.872, 0.482)  -0.1981
O (-0.849, -2.621, -0.181)  -0.5804
C (1.240, 0.276, 0.367)  -1.0618
C (0.345, 1.534, 0.045)  -0.0575
N (-0.105, 2.044, 1.369)  -0.7468
H (1.123, -1.968, -1.956)  0.3200
H (1.052, -0.143, -2.001)  0.3684
H (-0.375, -1.173, -1.970)  0.3254
H (-0.048, -2.039, 1.565)  0.4731
H (1.503, 0.215, 1.416)  0.4920
H (2.108, 0.394, -0.286)  0.3320
H (1.034, 2.222, -0.438)  0.3943
H (-0.477, 1.200, -0.570)  0.2942
H (-0.160, 3.061, 1.258)  0.2294
H (-1.111, 1.871, 1.396)  0.2577
O (-2.119, 0.089, 0.448)  -0.6505
H (-2.028, -0.585, 1.127)  0.3290
H (-2.353, -0.428, -0.338)  0.3151


Density functional theory data (wB97M-V/def2-TZVPD) for the ion C9H16NOS with charge +1.

As for the multiplicity: 1. The frontier orbital gap comes out at 0.358 hartree. Its charge is +1.

Last column: Mulliken charge in e.
Geometry (Å):
C (3.325, -0.004, -0.103)  -1.6493
C (1.841, -0.224, 0.022)  0.5368
C (0.861, 0.743, -0.179)  0.2798
C (1.113, 2.131, -0.634)  -1.3708
N (-0.453, 0.450, 0.324)  -0.0581
C (-1.593, 1.005, -0.498)  0.0760
O (-2.462, 1.586, 0.390)  -0.5123
C (-2.158, -0.339, -1.026)  -0.8102
C (-1.257, -1.164, -0.017)  0.6074
C (-1.906, -1.631, 1.168)  -1.0769
S (0.005, -2.106, -0.770)  -0.0430
C (1.380, -1.651, 0.427)  -0.8624
H (3.807, -0.457, -0.908)  0.3725
H (3.827, -0.489, 0.746)  0.3650
H (3.437, 1.009, -0.208)  0.4405
H (2.236, 2.227, -0.809)  0.3233
H (0.652, 2.911, 0.182)  0.2643
H (0.627, 2.215, -1.549)  0.3990
H (-0.435, 0.529, 1.390)  0.5122
H (-1.245, 1.562, -1.304)  0.2495
H (-3.151, 2.131, 0.024)  0.3908
H (-3.207, -0.528, -0.817)  0.3624
H (-1.951, -0.463, -2.185)  0.3240
H (-1.051, -2.133, 1.782)  0.3154
H (-2.605, -2.390, 0.778)  0.3637
H (-2.512, -0.958, 1.818)  0.3364
H (2.021, -2.410, 0.558)  0.6442
H (0.854, -1.553, 1.400)  0.2200


Density functional theory data (wB97M-V/def2-TZVPD) for a structure of composition C16H8Cl3N4O6S2Ti.

As for the multiplicity: 2. The frontier orbital gap (alpha / beta) comes out at 0.231 / 0.232 hartree. Its charge is -2.

Last column: Mulliken charge in e.
Geometry (Å):
Ti (0.108, 0.045, 0.202)  0.4091
C (1.033, 0.511, 2.597)  -0.4992
C (1.974, -0.391, 2.084)  -0.3424
C (1.298, -1.582, 1.738)  -0.5730
C (-0.062, -1.426, 2.067)  -0.5446
C (-0.234, -0.120, 2.584)  -0.5789
H (1.221, 1.526, 2.912)  0.3964
H (3.022, -0.192, 1.921)  0.4895
H (1.731, -2.447, 1.263)  0.3652
H (-0.841, -2.161, 1.940)  0.5357
H (-1.168, 0.310, 2.909)  0.5073
S (-2.469, -0.076, 0.103)  -0.3585
C (-2.823, -1.707, -0.369)  0.5265
C (-4.181, -2.146, -0.180)  -0.2105
N (-5.274, -2.471, -0.014)  -0.6018
C (-1.920, -2.564, -0.921)  0.6906
S (-0.249, -2.168, -1.204)  -0.4499
C (-2.347, -3.881, -1.307)  -0.1718
N (-2.662, -4.940, -1.636)  -0.6106
O (-1.143, 4.959, -2.848)  -0.5832
C (-0.814, 4.021, -3.723)  0.3957
O (-0.845, 4.219, -4.919)  -0.6765
C (-0.501, 2.688, -3.162)  0.3375
C (-0.210, 1.562, -3.910)  -0.4973
N (0.026, 0.561, -3.047)  -0.3638
N (-0.105, 0.971, -1.793)  0.9419
C (-0.417, 2.246, -1.826)  -0.5882
C (-0.625, 2.880, -0.482)  0.9641
O (-0.958, 4.077, -0.438)  -0.8938
O (-0.449, 2.091, 0.490)  -0.3669
H (-1.102, 4.621, -1.893)  0.4453
H (-0.161, 1.428, -4.976)  0.4918
H (0.171, -0.436, -3.176)  0.0487
Cl (2.478, 2.481, -0.217)  -0.0827
C (3.420, 1.531, -1.364)  0.6379
Cl (3.097, 2.164, -3.006)  -0.1471
Cl (5.151, 1.752, -0.984)  -0.1943
C (3.077, -0.018, -1.392)  0.2107
O (3.862, -0.678, -2.055)  -0.6626
O (2.030, -0.384, -0.809)  -0.3962


We obtain energy above the lowest of the compared OMol25 structures with the same formula, charge and spin values of 169.5; 1648.0; 205.0; 158.8; 50.6 kJ/mol for the records listed above, in that order.